Below is a cluster of 10 separate species, C30H60O14 in total, with properties calculated with ωB97M-V with the def2-TZVPD basis set.

Atoms and positions in Å:
C1 4.864 4.015 -3.886
O1 3.456 4.270 -3.971
C2 2.609 3.269 -3.804
O2 2.901 2.143 -3.517
O3 1.346 3.661 -4.069
C3 0.305 2.734 -4.002
H1 5.123 3.014 -4.233
H2 5.138 4.080 -2.833
H3 5.412 4.820 -4.376
H4 -0.688 3.130 -4.215
H5 0.271 2.264 -3.019
H6 0.395 1.978 -4.782
C4 2.323 5.865 -0.978
O4 1.533 4.816 -0.433
C5 0.242 4.700 -0.801
O5 -0.378 5.499 -1.614
O6 -0.324 3.597 -0.221
C6 -1.643 3.164 -0.577
H7 1.750 6.676 -1.427
H8 3.044 5.427 -1.668
H9 2.916 6.251 -0.149
H10 -1.657 2.924 -1.640
H11 -2.388 3.923 -0.338
H12 -1.861 2.221 -0.075
C7 -2.728 -2.485 -1.364
C8 -3.060 -3.720 -2.151
C9 -3.852 -3.587 -3.412
O7 -2.540 -4.773 -1.853
H13 -1.700 -2.383 -1.016
H14 -3.280 -2.400 -0.428
H15 -2.793 -1.542 -1.908
H16 -4.878 -3.297 -3.186
H17 -3.832 -4.542 -3.937
H18 -3.409 -2.810 -4.035
C10 0.770 -5.207 -0.346
C11 1.426 -3.996 -0.961
C12 1.827 -4.159 -2.420
O8 1.565 -2.947 -0.342
H19 1.486 -5.993 -0.106
H20 -0.009 -5.552 -1.026
H21 0.247 -4.883 0.554
H22 0.949 -4.341 -3.039
H23 2.484 -5.019 -2.548
H24 2.161 -3.175 -2.747
C13 -4.690 2.380 3.569
C14 -3.545 2.691 2.688
C15 -2.325 1.760 2.790
O9 -3.482 3.715 2.004
H25 -4.527 1.472 4.150
H26 -5.526 2.217 2.889
H27 -4.973 3.226 4.195
H28 -1.506 2.202 2.224
H29 -2.619 0.787 2.396
H30 -1.970 1.622 3.812
C16 -6.430 0.416 -0.475
C17 -5.312 0.003 -1.446
C18 -3.900 0.611 -1.283
O10 -5.469 -0.809 -2.331
H31 -6.516 1.500 -0.552
H32 -6.168 0.066 0.523
H33 -7.328 -0.179 -0.647
H34 -3.361 0.058 -0.514
H35 -3.954 1.676 -1.056
H36 -3.399 0.608 -2.251
C19 -1.461 -2.077 4.615
C20 -1.852 -2.338 6.086
C21 -1.040 -1.594 7.122
O11 -2.737 -3.179 6.404
H37 -2.047 -1.261 4.191
H38 -1.697 -2.959 4.020
H39 -0.395 -1.905 4.466
H40 -1.432 -1.860 8.103
H41 -1.230 -0.529 6.987
H42 0.042 -1.716 7.066
C22 3.650 -1.733 2.078
C23 3.649 -3.039 2.827
C24 2.338 -3.761 2.955
O12 4.687 -3.360 3.414
H43 2.928 -1.082 2.571
H44 3.394 -1.795 1.020
H45 4.638 -1.274 2.100
H46 1.767 -3.338 3.781
H47 2.532 -4.814 3.159
H48 1.740 -3.716 2.045
C25 1.500 0.737 0.029
C26 0.140 0.036 0.085
C27 -0.285 -0.802 1.240
O13 -0.670 0.124 -0.842
H49 1.610 1.218 -0.943
H50 2.313 0.024 0.163
H51 1.637 1.564 0.725
H52 -1.316 -1.143 1.142
H53 -0.166 -0.165 2.116
H54 0.350 -1.673 1.404
C28 4.316 -0.729 -2.123
C29 4.827 0.346 -1.222
C30 5.463 1.514 -1.835
O14 4.756 0.324 -0.011
H55 4.645 -1.608 -1.569
H56 4.676 -0.768 -3.151
H57 3.232 -0.621 -2.098
H58 6.526 1.359 -1.650
H59 5.142 2.428 -1.336
H60 5.304 1.517 -2.913

Properties
Kohn-Sham gap   9.53 eV
SMILES   COC(=O)OC.COC(=O)OC.CC(C)=O.CC(C)=O.CC(C)=O.CC(C)=O.CC(C)=O.CC(C)=O.CC(C)=O.CC(C)=O

Below is a cluster of 9 separate species, C30H60O21 in total, with properties calculated with ωB97M-V with the def2-TZVPD basis set.

Atoms and positions in Å:
C1 -20.834 -0.324 19.301
O1 -20.954 1.028 18.846
C2 -19.854 1.710 18.528
O2 -18.724 1.278 18.510
O3 -20.197 2.965 18.358
C3 -19.182 3.852 17.895
H1 -21.743 -0.756 19.695
H2 -20.009 -0.392 20.014
H3 -20.423 -0.837 18.426
H4 -19.680 4.811 17.764
H5 -18.814 3.579 16.906
H6 -18.378 3.952 18.620
C4 -19.797 -4.071 23.225
O4 -20.544 -3.975 22.017
C5 -19.862 -3.832 20.879
O5 -18.721 -3.450 20.801
O6 -20.657 -4.140 19.883
C6 -20.208 -3.774 18.574
H7 -19.581 -5.133 23.354
H8 -20.394 -3.694 24.050
H9 -18.853 -3.528 23.234
H10 -21.044 -3.547 17.912
H11 -19.652 -4.582 18.108
H12 -19.666 -2.831 18.604
C7 -15.883 -6.510 14.576
O7 -15.623 -6.307 15.964
C8 -16.644 -6.115 16.765
O8 -17.784 -5.886 16.436
O9 -16.216 -6.144 18.030
C9 -17.011 -5.769 19.134
H13 -16.223 -5.564 14.155
H14 -16.559 -7.313 14.290
H15 -14.902 -6.742 14.165
H16 -16.359 -5.288 19.858
H17 -17.628 -6.560 19.560
H18 -17.719 -5.006 18.805
C10 -13.100 0.918 21.103
O10 -13.271 2.143 20.421
C11 -13.830 2.221 19.222
O11 -14.051 3.244 18.652
O12 -14.100 1.004 18.753
C12 -14.790 0.901 17.514
H19 -12.485 1.123 21.978
H20 -12.603 0.172 20.485
H21 -14.052 0.542 21.484
H22 -15.854 1.061 17.698
H23 -14.572 -0.073 17.088
H24 -14.480 1.682 16.818
C13 -9.932 2.580 12.880
O13 -11.197 2.310 13.437
C14 -12.103 1.615 12.736
O14 -12.087 1.481 11.547
O15 -12.941 1.092 13.612
C15 -14.016 0.293 13.085
H25 -9.447 3.312 13.518
H26 -9.980 2.945 11.854
H27 -9.296 1.693 12.847
H28 -13.801 -0.081 12.086
H29 -14.834 1.010 13.014
H30 -14.250 -0.540 13.742
C16 -13.806 -4.046 18.258
O16 -15.015 -3.311 18.302
C17 -15.174 -2.420 19.269
O17 -14.426 -2.238 20.189
O18 -16.305 -1.767 19.031
C18 -16.773 -0.808 19.951
H31 -12.947 -3.388 18.122
H32 -13.815 -4.791 17.467
H33 -13.720 -4.598 19.196
H34 -17.844 -0.658 19.833
H35 -16.414 0.166 19.608
H36 -16.550 -0.937 21.008
C19 -21.951 -5.182 13.658
C20 -22.324 -3.783 13.145
C21 -21.700 -2.790 14.136
O19 -21.004 -3.606 15.101
C22 -20.731 -4.870 14.526
H37 -21.709 -5.819 12.810
H38 -22.762 -5.574 14.268
H39 -23.406 -3.659 13.079
H40 -21.950 -3.646 12.130
H41 -22.407 -2.151 14.657
H42 -20.906 -2.222 13.643
H43 -20.578 -5.635 15.289
H44 -19.774 -4.771 13.996
C23 -18.320 0.240 11.769
C24 -18.211 -1.241 11.586
C25 -16.753 -1.402 11.058
O20 -16.234 -0.065 10.990
C26 -17.374 0.760 10.708
H45 -17.868 0.562 12.709
H46 -19.327 0.654 11.673
H47 -18.958 -1.565 10.859
H48 -18.367 -1.740 12.545
H49 -16.750 -1.883 10.075
H50 -16.092 -1.978 11.704
H51 -17.769 0.663 9.691
H52 -17.079 1.799 10.852
C27 -18.443 -1.219 15.863
C28 -18.046 -2.652 16.159
C29 -17.002 -3.002 15.091
O21 -16.427 -1.718 14.764
C30 -17.111 -0.649 15.409
H53 -18.793 -0.661 16.731
H54 -19.145 -1.217 15.026
H55 -18.960 -3.240 16.222
H56 -17.592 -2.785 17.146
H57 -17.627 -3.493 14.336
H58 -16.226 -3.660 15.472
H59 -17.370 0.185 14.757
H60 -16.630 -0.339 16.334

Properties
Kohn-Sham gap   10.12 eV
SMILES   COC(=O)OC.COC(=O)OC.COC(=O)OC.COC(=O)OC.COC(=O)OC.COC(=O)OC.C1CCOC1.C1CCOC1.C1CCOC1

Number 1: calculated total energy -60746.081 eV, maximum force 5.89 eV/Å, LUMO 0.20 eV. Number 2: calculated total energy -75078.225 eV, maximum force 2.59 eV/Å, LUMO 0.50 eV.